No. 1
{"formula": "C3H7O3", "method": "ωB97M-V with the def2-TZVPD basis set", "charge": -1, "de_lowest_kcal_mol": 22.5, "species": ["C", "C", "O", "O", "H", "H", "H", "C", "O", "H", "H", "H", "H"], "coordinates": [[-2.10566, 0.45008, -0.44302], [-1.56908, -0.75943, 0.32588], [-0.33607, -0.86498, 0.46962], [-2.43412, -1.58478, 0.74347], [-2.38361, 0.16994, -1.47146], [-1.31498, 1.21012, -0.39363], [-2.99561, 0.87949, -0.01663], [2.50156, -0.00722, -0.02733], [1.57504, 0.62956, 0.84764], [0.65259, 0.14503, 0.60097], [2.12322, -0.05501, -1.06004], [3.35518, 0.66747, -0.05175], [2.93155, -0.88027, 0.47628]], "mulliken_charge": [-0.77, 0.59, -0.66, -0.75, 0.18, 0.25, 0.27, -0.60, -0.63, 0.44, 0.23, 0.24, 0.21]}



No. 2
{"formula": "C3H7O3", "method": "ωB97M-V with the def2-TZVPD basis set", "charge": -1, "de_lowest_kcal_mol": 22.9, "species": ["C", "C", "O", "O", "H", "H", "H", "C", "O", "H", "H", "H", "H"], "coordinates": [[-1.42980, 0.88970, 1.07957], [-1.20598, 0.40114, -0.39903], [-0.20722, -0.33535, -0.57197], [-2.13041, 0.66380, -1.20038], [-1.74075, 1.92432, 1.18414], [-0.44680, 0.83517, 1.57193], [-2.07842, 0.17954, 1.57864], [2.32595, -1.27915, -0.00716], [2.05187, -0.14903, 0.78122], [1.37319, 0.38399, 0.40068], [3.13990, -1.82671, 0.46187], [2.51950, -1.02917, -1.05294], [1.46682, -1.95382, -0.01325]], "mulliken_charge": [-0.71, 0.46, -0.67, -0.73, 0.29, 0.18, 0.19, -0.49, -0.53, 0.33, 0.25, 0.23, 0.20]}



No. 3
{"formula": "C3H7O3", "method": "ωB97M-V with the def2-TZVPD basis set", "charge": -1, "de_lowest_kcal_mol": 58.0, "species": ["C", "C", "O", "O", "H", "H", "H", "C", "O", "H", "H", "H", "H"], "coordinates": [[2.13186, 0.59031, 1.29478], [0.69984, -0.11940, 1.34319], [0.71385, -1.19058, 1.97127], [-0.23912, 0.42475, 0.78926], [2.21650, 1.53416, 1.40906], [2.41521, 0.41580, 0.31988], [2.80474, 0.06070, 2.02809], [-1.16184, -0.36464, -2.06386], [-1.95825, 0.53398, -2.67198], [-2.61648, 1.17813, -2.09019], [-0.36771, 0.12352, -1.61413], [-1.80348, -0.97779, -1.35219], [-0.79976, -1.11735, -2.85363]], "mulliken_charge": [-1.04, 0.55, -0.71, -0.69, 0.43, 0.23, 0.24, -0.30, -0.59, 0.32, 0.16, 0.20, 0.19]}



No. 4
{"formula": "C3H7O3", "method": "ωB97M-V with the def2-TZVPD basis set", "charge": -1, "de_lowest_kcal_mol": 5.9, "species": ["O", "C", "O", "C", "C", "H", "H", "H", "H", "H", "H", "H", "O"], "coordinates": [[-0.16877, -0.97101, -2.18377], [-0.21952, -0.92857, -0.94868], [0.59045, -1.43907, -0.11363], [-1.37108, -0.13990, -0.26993], [-0.81465, 0.81068, 0.79147], [-2.03060, -0.81740, 0.28132], [-1.99481, 0.40749, -0.97783], [-0.03940, 1.44500, 0.37056], [-0.21340, 0.22206, 1.48479], [-1.58314, 1.40769, 1.27518], [2.05717, -0.62574, 0.19391], [2.91126, 0.72429, -0.19389], [2.87649, -0.09552, 0.29049]], "mulliken_charge": [-0.72, 0.46, -0.83, -0.22, -1.07, 0.20, 0.28, 0.25, 0.28, 0.35, 0.45, 0.27, -0.70]}



| no. | HOMO energy (eV) |
| --- | --- |
| 1 | -4.422 |
| 2 | -4.136 |
| 3 | -3.822 |
| 4 | -4.429 |